No. 1
Formula: C28H76BeF6N4O8P
Source: OMol25
Level of theory: ωB97M-V/def2-TZVPD

Computed properties:
E_HOMO	-11.14	eV
E	-78603.8507	eV
max |F|	4.10	eV/A
E_LUMO	-2.072	eV
total charge	+1

Atoms and positions in Å:
Be: -0.036 -1.490 -0.658
P: -0.561 0.361 2.235
F: -0.733 1.722 1.515
F: 0.887 0.014 2.750
F: -1.045 1.005 3.571
F: -1.512 -0.819 2.394
F: -1.374 -1.772 -1.041
F: -0.263 -0.317 0.682
C: 0.441 -0.716 -3.827
C: 1.590 -0.836 -2.894
C: 2.634 0.197 -3.364
O: 3.853 0.003 -2.621
C: 4.919 0.731 -3.084
N: 1.287 -0.714 -1.475
H: -0.547 -0.752 -3.329
H: 0.560 -1.371 -4.677
H: 0.413 0.318 -4.304
H: 2.105 -1.726 -3.033
H: 2.309 1.256 -3.213
H: 2.851 0.079 -4.427
H: 4.683 1.763 -3.209
H: 5.214 0.455 -4.112
H: 5.786 0.641 -2.440
H: 1.150 0.303 -1.218
H: 2.197 -0.950 -1.005
C: 0.097 5.011 -2.379
C: -0.935 4.014 -1.971
C: -0.807 2.573 -2.599
O: -0.690 2.666 -4.054
C: -1.679 3.318 -4.732
N: -0.762 3.718 -0.527
H: 0.055 5.236 -3.454
H: 1.119 4.635 -2.165
H: 0.022 6.012 -1.916
H: -2.048 4.359 -2.148
H: -1.755 2.088 -2.437
H: 0.040 2.082 -2.184
H: -1.564 3.117 -5.889
H: -1.610 4.438 -4.666
H: -2.670 2.924 -4.390
H: -1.618 3.240 -0.279
H: -0.719 4.440 0.176
C: 1.075 -4.748 -2.041
C: 0.458 -4.533 -0.750
C: 0.810 -5.757 0.076
O: 0.246 -5.830 1.398
C: -0.400 -7.079 1.762
N: 0.892 -3.228 -0.183
H: 0.942 -4.051 -2.842
H: 0.739 -5.673 -2.516
H: 2.085 -4.948 -1.881
H: -0.672 -4.533 -0.833
H: 1.923 -5.793 0.167
H: 0.479 -6.640 -0.520
H: -0.913 -7.540 0.943
H: -1.000 -6.854 2.643
H: 0.320 -7.877 2.075
H: 0.735 -3.227 0.801
H: 1.927 -3.232 -0.294
C: -5.730 1.695 -2.917
C: -4.575 1.500 -1.934
C: -4.956 2.113 -0.621
O: -3.795 2.277 0.151
C: -3.996 2.785 1.469
N: -4.277 0.067 -1.827
H: -5.291 1.507 -3.818
H: -6.200 2.654 -2.916
H: -6.568 0.937 -2.724
H: -3.686 2.095 -2.128
H: -5.712 1.505 -0.034
H: -5.405 3.086 -0.822
H: -3.021 2.646 1.934
H: -4.649 2.086 1.960
H: -4.412 3.760 1.536
H: -4.055 -0.379 -2.778
H: -3.524 0.007 -1.172
C: 4.599 -4.025 0.206
C: 4.570 -2.496 -0.054
C: 6.045 -2.095 -0.239
O: 3.768 -2.307 -1.176
H: 3.655 -4.544 0.310
H: 5.166 -4.266 1.097
H: 5.082 -4.460 -0.645
H: 4.126 -1.995 0.787
H: 6.070 -1.005 -0.495
H: 6.546 -2.663 -1.030
H: 6.619 -2.373 0.690
H: 4.307 -1.966 -1.876
C: -1.475 4.439 5.372
C: -0.272 4.974 4.534
C: 0.970 5.056 5.419
O: 0.043 3.981 3.547
H: -1.129 3.626 5.976
H: -2.219 3.936 4.744
H: -2.011 5.193 5.893
H: -0.554 5.925 4.044
H: 1.149 4.063 5.782
H: 0.764 5.681 6.269
H: 1.875 5.310 4.887
H: -0.807 3.589 3.249
C: 3.501 1.159 1.076
C: 2.492 2.292 0.779
C: 3.137 3.652 0.448
O: 1.567 1.824 -0.188
H: 4.217 1.060 0.264
H: 2.878 0.281 1.272
H: 4.038 1.465 2.001
H: 1.893 2.324 1.694
H: 3.770 3.581 -0.455
H: 3.751 4.151 1.256
H: 2.293 4.328 0.288
H: 0.789 2.390 -0.187
C: -2.427 -3.419 3.655
C: -3.758 -4.159 3.726
C: -4.295 -4.423 2.330
O: -3.547 -5.370 4.400
H: -2.664 -2.494 3.204
H: -1.690 -3.932 3.050
H: -1.948 -3.327 4.661
H: -4.376 -3.433 4.241
H: -3.809 -5.314 1.852
H: -4.089 -3.605 1.666
H: -5.344 -4.723 2.350
H: -4.344 -5.939 4.366

Forces on the atoms, in the same order (eV/Å):
Be 0.99 -1.42 -0.73
P 1.55 -0.21 -0.05
F 0.07 -0.96 0.02
F -1.82 0.47 -1.04
F 0.19 -0.16 0.03
F -0.40 0.05 0.08
F -0.10 0.13 -0.13
F 0.58 0.73 1.20
C -1.58 2.18 -0.80
C 0.82 2.01 -0.71
C 0.73 0.74 1.01
O -1.34 -0.93 0.36
C 1.02 0.40 -1.56
N 0.20 1.43 1.48
H 0.47 -0.67 -0.35
H -0.38 -0.52 -0.03
H 0.12 -0.99 0.63
H 0.58 -2.13 -0.03
H -0.09 -0.63 -0.02
H -0.16 -0.21 -0.14
H -0.31 1.19 0.36
H 0.04 -0.43 0.23
H -0.03 -0.19 0.26
H 0.48 -0.96 -0.35
H -0.87 0.17 -0.30
C 1.00 0.74 -1.02
C -1.67 -0.32 1.12
C -1.33 3.07 -2.37
O 2.28 -1.16 1.50
C -1.33 0.67 -2.29
N -0.53 -1.11 0.25
H 0.06 -0.29 0.17
H -0.54 0.07 -0.08
H -0.29 -0.61 0.24
H 2.14 -0.28 0.04
H -0.18 -0.68 0.60
H 0.71 -0.54 -0.05
H -0.19 0.05 2.31
H -0.33 -0.87 0.28
H 0.34 0.62 -0.43
H -0.20 -0.51 0.30
H 0.22 0.92 -0.58
C -0.44 -1.23 -2.33
C -3.27 0.28 1.40
C 0.41 -1.12 0.98
O -0.24 -0.14 -0.77
C 1.71 0.11 0.69
N 0.66 0.42 -0.55
H -0.08 1.04 0.00
H -0.33 -0.10 0.30
H 2.17 0.09 -0.01
H 1.12 0.35 0.12
H -0.58 -0.19 -0.02
H 0.28 0.49 0.39
H -0.86 0.20 -0.54
H -0.31 -0.03 -0.36
H -0.03 0.83 -0.14
H -0.19 -0.39 1.16
H -0.78 0.45 0.02
C -1.17 -1.34 2.26
C -1.18 -0.23 0.43
C -1.28 -0.61 1.30
O 0.82 0.49 0.32
C 0.64 -2.16 -0.67
N -0.34 0.08 -1.60
H 0.55 -0.49 -2.97
H 0.03 0.82 0.06
H 1.36 0.88 -0.19
H 0.15 0.20 -1.05
H 0.63 0.39 -0.68
H -0.09 0.24 0.02
H -0.04 0.67 0.25
H -0.61 -0.19 0.57
H -0.11 1.08 -0.17
H -0.12 1.01 2.14
H 0.78 -0.78 0.03
C 0.01 0.50 0.48
C 1.43 -2.58 0.68
C -0.25 0.73 0.54
O -0.93 0.10 -0.17
H -0.49 0.33 0.03
H 0.23 -0.01 0.17
H 0.42 -0.42 -0.50
H -0.13 0.53 0.47
H 0.45 -0.78 0.47
H -0.38 0.06 -0.14
H -0.61 0.81 -0.82
H 0.22 0.63 -0.83
C 0.61 -0.32 -1.64
C -0.63 -0.71 0.61
C -0.69 -0.08 -0.56
O -0.83 -0.37 -0.73
H 0.29 -0.19 0.90
H -0.04 0.32 -0.42
H -0.19 0.66 0.82
H 0.31 -0.28 0.19
H -0.01 -0.66 0.36
H 0.23 0.53 0.31
H 0.07 0.58 -0.19
H 0.86 0.47 0.25
C -0.48 1.35 0.37
C 0.78 -0.56 1.32
C -0.13 0.17 0.30
O 0.55 -0.27 -0.87
H -0.03 -0.40 -0.09
H 0.60 -0.24 -0.13
H -0.22 -0.45 -0.57
H 0.23 0.79 0.31
H -0.41 0.04 0.30
H -0.65 -1.05 -0.60
H 0.22 0.21 -0.35
H -0.51 0.81 -0.12
C 0.48 -1.28 1.13
C 1.06 0.13 -0.97
C 0.24 -1.48 -0.29
O -0.63 -0.82 0.72
H 0.08 1.15 -0.18
H 0.09 -0.31 -0.41
H -0.65 0.25 -0.67
H -0.82 -0.30 0.49
H 0.07 0.71 0.64
H -0.39 0.58 -0.34
H -0.20 0.50 -0.06
H 0.61 0.65 -0.01

Mulliken atomic charge list, values in e, 5 entries: 0.630, 0.628, 0.510, -0.260, -0.348

---

No. 2
Formula: C28H76N4O12S8
Source: OMol25
Level of theory: ωB97M-V/def2-TZVPD

Computed properties:
E_HOMO	-7.79	eV
E	-147475.6050	eV
max |F|	2.82	eV/A
energy relative to the best compared isomer or geometry (same formula, charge and spin)	0.0	kJ/mol
E_LUMO	0.223	eV
total charge	0

Atoms and positions in Å:
C: -1.221 -3.601 -1.635
C: -1.112 -4.586 -0.467
O: -1.265 -4.294 0.710
N: -1.068 -5.894 -0.860
C: -1.296 -7.021 0.013
H: -0.354 -3.798 -2.294
H: -1.203 -2.606 -1.316
H: -2.105 -3.831 -2.223
H: -1.052 -6.004 -1.873
H: -0.643 -6.912 0.877
H: -1.009 -7.829 -0.628
H: -2.329 -7.116 0.339
C: 1.888 5.134 1.093
C: 2.059 3.836 1.869
O: 1.630 2.767 1.464
N: 2.623 4.032 3.106
C: 2.656 2.952 4.122
H: 0.909 5.530 1.436
H: 1.893 5.026 -0.014
H: 2.698 5.779 1.387
H: 3.146 4.889 3.269
H: 3.611 2.888 4.634
H: 2.540 2.005 3.597
H: 1.774 3.026 4.797
C: -0.960 6.230 -3.649
C: -0.262 4.953 -3.433
O: 0.274 4.339 -4.308
N: -0.309 4.475 -2.162
C: 0.074 3.115 -1.811
H: -1.890 6.385 -3.155
H: -1.139 6.225 -4.732
H: -0.261 7.034 -3.491
H: -0.713 5.091 -1.489
H: 0.935 2.821 -2.445
H: -0.689 2.405 -2.120
H: 0.319 2.992 -0.795
C: -4.679 -2.006 -2.724
C: -5.075 -0.530 -2.629
O: -6.225 -0.190 -2.874
N: -4.157 0.408 -2.365
C: -4.594 1.772 -2.364
H: -3.608 -2.232 -2.863
H: -5.356 -2.422 -3.529
H: -5.027 -2.498 -1.836
H: -3.196 0.163 -2.094
H: -5.372 2.030 -1.622
H: -5.036 1.899 -3.332
H: -3.776 2.524 -2.342
C: 0.894 -0.024 0.239
S: -0.817 0.551 0.062
O: -1.382 -0.130 -1.171
C: -1.437 -0.463 1.580
H: 1.436 0.333 -0.616
H: 0.967 -1.115 0.308
H: 1.324 0.456 1.109
H: -2.500 -0.192 1.732
H: -0.931 -0.165 2.457
H: -1.373 -1.522 1.287
C: -0.884 -2.578 4.363
S: 0.228 -1.310 5.032
O: 0.096 -0.086 4.206
C: -0.657 -1.087 6.638
H: -1.001 -3.343 5.117
H: -0.430 -2.946 3.459
H: -1.877 -2.159 4.100
H: -0.550 -2.020 7.140
H: -1.676 -0.692 6.480
H: -0.056 -0.403 7.175
C: 3.918 2.204 -0.734
S: 4.778 1.224 -1.962
O: 3.841 0.125 -2.263
C: 4.795 2.377 -3.345
H: 3.031 2.358 -1.234
H: 4.277 3.204 -0.485
H: 3.720 1.556 0.055
H: 3.788 2.716 -3.587
H: 5.192 1.807 -4.176
H: 5.533 3.178 -3.105
C: -3.623 4.376 1.825
S: -2.163 3.720 1.068
O: -1.216 4.896 0.777
C: -1.514 2.975 2.543
H: -4.304 3.540 2.084
H: -4.048 5.110 1.105
H: -3.330 4.967 2.723
H: -0.492 2.594 2.351
H: -2.136 2.137 2.851
H: -1.415 3.783 3.278
C: 5.114 -2.892 3.671
S: 3.445 -2.246 3.719
O: 3.020 -2.439 2.279
C: 3.626 -0.475 4.069
H: 4.965 -3.910 3.249
H: 5.602 -2.981 4.659
H: 5.764 -2.306 3.035
H: 2.576 -0.080 4.049
H: 4.320 0.043 3.411
H: 4.179 -0.445 5.008
C: 0.963 -1.157 -4.219
S: 2.025 -2.355 -5.026
O: 2.243 -3.399 -3.949
C: 0.755 -3.071 -6.183
H: 0.763 -0.323 -4.981
H: 1.510 -0.781 -3.359
H: 0.041 -1.593 -3.871
H: 1.083 -4.006 -6.699
H: 0.468 -2.418 -7.009
H: -0.151 -3.260 -5.605
C: -5.137 -1.044 0.656
S: -5.899 -0.041 1.905
O: -4.922 1.046 2.275
C: -7.034 0.646 0.703
H: -4.711 -0.485 -0.167
H: -5.862 -1.847 0.389
H: -4.363 -1.654 1.167
H: -7.907 1.036 1.220
H: -7.435 -0.037 -0.046
H: -6.558 1.560 0.292
C: 4.856 -4.849 -2.219
S: 4.249 -4.476 -0.528
O: 5.222 -5.034 0.462
C: 4.558 -2.557 -0.548
H: 4.382 -5.758 -2.619
H: 5.931 -4.943 -2.272
H: 4.465 -4.070 -2.890
H: 4.231 -2.176 0.468
H: 3.993 -2.120 -1.329
H: 5.578 -2.406 -0.876

Forces on the atoms, in the same order (eV/Å):
C 1.33 -2.09 -0.34
C -1.55 -0.36 0.03
O 0.39 0.35 -0.03
N 0.05 1.33 -1.00
C 0.49 0.71 -0.35
H -0.23 0.31 0.12
H -0.07 1.52 0.52
H -0.25 0.03 0.10
H 0.02 -0.38 0.67
H -0.04 -0.30 0.03
H 0.07 -1.04 0.32
H -0.13 0.04 0.00
C -0.25 -0.43 -0.11
C -0.16 0.64 -0.30
O 0.19 -0.02 0.43
N 0.28 -0.79 0.35
C -0.82 0.14 -0.81
H 0.56 -0.04 -0.44
H -0.16 -0.21 0.86
H 0.19 0.67 0.00
H -0.51 -0.44 -0.03
H -0.05 0.39 0.23
H -0.09 0.14 -0.13
H 0.82 0.09 -0.16
C 0.37 0.65 -2.02
C -0.57 -0.93 2.25
O 1.00 -0.90 -1.91
N 0.12 0.06 0.05
C 0.40 0.17 -2.34
H -0.51 0.02 0.72
H -0.17 0.24 0.22
H 0.10 0.53 0.34
H -0.28 -0.18 0.80
H -0.18 0.30 0.42
H -0.37 -0.10 0.22
H 0.20 0.17 1.29
C -0.67 0.16 -0.98
C -0.15 -0.33 -0.85
O -0.44 -0.36 0.23
N 1.52 -0.50 1.00
C 0.19 1.26 -0.36
H -0.56 0.29 -0.08
H 1.13 0.40 0.63
H -0.01 -0.26 0.67
H -0.44 0.15 -0.03
H 0.48 -0.34 -0.14
H -0.65 0.46 -0.50
H -0.19 -0.88 0.41
C -0.37 -0.17 0.02
S -0.22 -1.80 1.35
O 0.07 0.25 0.41
C -1.31 0.65 -2.41
H 0.25 0.11 -0.59
H -0.20 0.21 -0.01
H -0.09 0.03 0.30
H 0.39 -0.06 -0.33
H 0.96 0.08 0.70
H 0.26 0.29 0.21
C -0.57 0.93 -0.08
S -0.51 -0.87 0.81
O -0.03 0.57 0.07
C -0.12 0.40 -1.79
H 0.09 -0.34 0.07
H 0.22 -0.35 -0.30
H 0.58 -0.01 0.30
H -0.46 -0.86 0.37
H 0.44 -0.46 0.16
H 0.50 1.03 0.58
C 1.17 0.96 -1.16
S 1.67 0.24 0.36
O -0.77 -0.30 -0.35
C 0.37 0.23 0.42
H -2.45 0.44 -0.88
H 0.58 -0.40 0.15
H -0.06 -0.87 1.66
H 0.07 0.24 0.09
H 0.04 -0.13 -0.18
H -0.77 -0.36 -0.14
C -0.45 1.06 0.45
S 1.28 0.78 -0.65
O -1.13 -0.97 0.27
C 1.04 -0.19 0.23
H 0.28 0.50 -0.25
H 0.01 -0.73 0.35
H -0.20 -0.52 -0.48
H -0.57 0.17 -0.20
H -0.21 0.15 0.19
H -0.26 -0.31 0.05
C 0.48 -0.51 0.66
S -0.34 -0.54 -1.15
O -0.15 0.60 0.96
C 0.17 -0.43 -0.16
H 0.18 0.69 0.13
H -0.47 0.08 -0.26
H -0.05 0.11 -0.39
H 1.16 -0.16 0.28
H -0.35 -0.07 -0.71
H -0.70 0.13 0.57
C -0.04 1.45 -1.52
S -0.54 -1.29 0.62
O -0.03 0.50 -0.97
C -0.03 -0.38 -0.29
H 0.19 -1.01 1.22
H 0.23 0.13 -0.11
H -0.32 -0.32 -0.03
H 0.18 0.66 0.92
H 0.28 0.50 0.23
H 0.13 -0.18 0.12
C 0.60 -2.29 1.02
S 0.38 0.38 -0.38
O -0.47 -0.39 -0.20
C -0.88 1.62 0.19
H -0.15 0.15 -0.07
H 0.18 0.88 -0.27
H 0.00 0.61 -0.30
H -0.13 0.02 0.35
H 0.57 -0.08 -0.06
H 0.02 -0.83 -0.15
C -0.93 0.25 -0.43
S 0.35 1.65 -0.12
O -0.03 -0.01 -0.21
C -0.30 -1.81 0.95
H 0.18 0.03 0.60
H 0.27 0.15 0.23
H 0.26 0.04 0.27
H 0.69 -0.56 -1.23
H -1.08 0.30 -0.66
H 0.52 -0.03 0.62

Mulliken atomic charge list, values in e, 5 entries: -0.544, 0.576, -0.662, -0.172, -0.902

---

- The highest E belongs to which entry?
  C28H76BeF6N4O8P

---

- Number 1 is which compound?
  C28H76BeF6N4O8P

---

- What is the formula in the first record?
  C28H76BeF6N4O8P